The following is a quantum chemistry calculation of a 2-piece molecular cluster, C6H14N2O overall, from the OMol25 dataset.

Structure (XYZ):
```
23
Properties=species:S:1:pos:R:3:forces:R:3
C -2.26378 0.50826 -0.46499 -0.378 -0.468 1.068
C -2.71456 -0.81191 -0.98728 0.047 0.005 0.063
O -0.29582 0.91789 -1.03906 1.078 -0.513 0.445
H -0.04714 0.59890 -1.92113 0.052 -0.017 0.096
H -2.38046 1.33129 -1.16251 0.459 -0.091 -0.013
H -2.61830 0.81418 0.50485 -0.274 -0.150 0.060
H -2.01697 -1.19392 -1.73433 -0.036 0.048 -0.030
H -3.68749 -0.68158 -1.47935 0.067 -0.017 0.027
H -2.78496 -1.54594 -0.19007 -0.059 0.009 -0.007
C 2.27460 -0.30096 1.59607 0.006 -0.003 -0.054
C 0.31267 -0.09541 -0.01124 0.099 0.720 -1.107
C 1.57836 0.54193 0.55910 0.033 0.014 -0.045
N 0.58870 -1.27976 -0.80746 0.047 -0.031 0.063
C 2.02360 1.74547 0.20839 -0.097 -0.167 0.012
N -0.71436 -0.30727 0.89475 -0.875 0.434 -0.661
H 1.56979 -1.52040 -0.85562 -0.019 0.160 0.006
H 0.08308 -2.07235 -0.43482 -0.065 0.088 0.098
H -0.67719 0.42632 1.59982 -0.019 0.053 -0.069
H 3.15670 0.20576 1.98772 -0.049 0.002 -0.015
H 1.59544 -0.53036 2.41934 0.015 0.010 -0.004
H 2.59137 -1.26063 1.17979 -0.002 0.007 0.024
H 1.50571 2.35418 -0.51755 -0.016 -0.051 -0.024
H 2.92097 2.15634 0.65558 -0.012 -0.042 0.064
```
Positions in Å, forces in eV/Å.

Summary:
energy above the lowest of the compared OMol25 structures with the same formula, charge and spin: 119.05 kcal per mole
multiplicity: 1

---

The following is a quantum chemistry calculation of a 2-piece molecular cluster, C6H14N2O2 overall, from the OMol25 dataset.

Structure (XYZ):
```
24
Properties=species:S:1:pos:R:3:forces:R:3
C -1.82455 -1.93298 -1.69274 0.476 0.249 0.009
C -0.48102 1.68666 -2.00647 -1.060 1.193 -0.129
C -1.34593 -0.53501 -2.18050 -2.268 -2.501 -1.825
O -1.22182 -0.43735 -3.37998 0.731 0.208 -1.329
N -1.19921 0.54636 -1.44105 1.069 1.152 1.623
H -1.08864 -2.21551 -0.97500 0.481 -0.613 0.983
H -1.07955 0.48560 -0.44653 -0.312 -0.379 0.257
H -0.44326 2.37103 -1.11698 0.645 -0.292 -1.289
H -2.81774 -2.07533 -1.22394 0.485 0.626 -0.377
H -1.68996 -2.64662 -2.53496 -0.320 0.807 0.452
H 0.48455 1.41935 -2.52228 -0.859 0.305 0.863
H -1.12708 2.21835 -2.75031 0.578 -0.630 0.439
C 0.86120 -1.52427 2.91706 -1.363 0.348 -2.589
C 1.38522 1.76063 0.86540 3.137 -8.037 -5.298
C 1.28409 0.70614 1.95858 -0.697 0.561 -1.419
O 1.57434 1.01099 3.06509 1.084 1.469 3.072
N 0.84238 -0.52574 1.72152 -0.136 -1.706 1.054
H 0.68787 -0.71468 0.75313 -0.198 -1.042 -0.137
H 1.11610 -2.49287 2.49381 -0.943 -0.351 -0.317
H 2.45534 1.64159 0.45744 -1.123 0.945 1.170
H 1.76124 -1.39739 3.47114 0.121 1.102 0.988
H -0.15300 -1.49741 3.45475 1.944 -0.057 -0.587
H 0.89410 1.56555 -0.13770 -0.009 -0.003 1.698
H 1.12534 2.58290 1.25053 -1.463 6.644 2.688
```
Positions in Å, forces in eV/Å.

Summary:
SMILES: CNC(C)=O.CNC(C)=O
energy above the lowest of the compared OMol25 structures with the same formula, charge and spin: 60.82 kcal per mole
multiplicity: 1

---

The following is a quantum chemistry calculation of a 2-piece molecular cluster, C6H14N2O2 overall, from the OMol25 dataset.

Structure (XYZ):
```
24
Properties=species:S:1:pos:R:3:forces:R:3
C 0.20113 -2.43750 3.13632 -0.233 1.509 4.086
C -0.92422 -2.25706 -0.28327 -2.089 -0.846 -0.423
C -0.20212 -1.68924 1.89880 -0.948 -2.965 -0.975
O 0.00020 -0.55869 1.48778 0.176 -1.186 1.259
N -0.71327 -2.77685 1.05370 -1.059 1.649 1.360
H 0.09439 -1.88192 4.13573 -0.467 -0.021 -1.453
H -1.50790 -3.37691 1.52324 2.345 1.754 -1.349
H -1.94798 -2.56357 -0.60785 0.443 0.954 0.128
H -0.31518 -3.41611 3.40700 1.008 1.136 -1.224
H 1.28509 -2.42414 3.18193 0.321 -0.916 -0.567
H -0.71183 -1.17262 -0.28668 -0.609 -0.876 -0.353
H -0.32445 -2.78168 -0.98692 1.023 -0.246 -0.556
C 0.65538 0.37192 -2.34610 1.366 -3.407 1.261
C -0.13592 3.21721 -0.14967 0.854 1.916 0.186
C 0.31510 2.47874 -1.35269 0.086 -0.716 2.035
O 0.65394 3.03254 -2.35142 0.568 0.398 -2.161
N 0.28375 1.11141 -1.17745 -0.013 0.934 -0.461
H 0.08580 0.68957 -0.25702 0.278 0.357 -0.996
H 1.04387 -0.69341 -2.00591 -1.012 2.031 -0.917
H 0.67853 3.36343 0.60832 -0.976 -0.777 -0.376
H -0.99154 2.64455 0.07894 -1.025 -0.261 1.670
H -0.06928 0.31072 -3.12284 -1.380 -0.447 -0.176
H 1.43957 0.81234 -2.90799 1.238 0.745 0.135
H -0.44160 4.25256 -0.40495 0.102 -0.720 -0.134
```
Positions in Å, forces in eV/Å.

Summary:
SMILES: CNC(C)=O.CNC(C)=O
energy above the lowest of the compared OMol25 structures with the same formula, charge and spin: 55.80 kcal per mole
multiplicity: 1

---

The following is a quantum chemistry calculation of a 2-piece molecular cluster, C6H14N2O2 overall, from the OMol25 dataset.

Structure (XYZ):
```
24
Properties=species:S:1:pos:R:3:forces:R:3
C 2.91846 1.90518 -0.20661 -0.488 -0.180 0.775
C 1.33046 -0.87143 1.92802 4.723 -0.218 -1.379
C 1.80424 0.90355 0.24896 5.336 2.135 1.653
O 0.94518 0.64487 -0.48048 -4.581 -1.818 -2.534
N 2.05805 0.38825 1.48176 0.653 -0.195 0.515
H 2.60775 2.91991 0.25096 1.083 -1.466 -1.016
H 3.09415 0.53054 1.68990 -2.354 -0.747 0.250
H 0.44947 -1.01991 1.32810 -0.270 0.139 0.393
H 3.84755 1.44911 0.19110 -0.123 1.078 0.015
H 3.04930 1.86725 -1.31459 -0.593 0.455 0.937
H 2.14640 -1.66838 1.56548 -2.238 0.925 1.195
H 1.28354 -0.83523 3.01548 -0.587 -0.312 -0.282
C -2.81608 -1.69729 0.55531 0.480 -1.428 -0.657
C -1.46302 0.65598 -2.13374 0.005 3.852 0.248
C -2.31081 -0.25717 -1.34389 -0.805 -0.931 0.802
O -3.38381 -0.59582 -1.82184 0.006 -0.323 0.538
N -1.90540 -0.74016 -0.06719 -0.082 1.718 -2.443
H -0.90740 -0.58189 0.21587 -1.813 -0.242 -0.484
H -2.43955 -1.67831 1.62067 -1.473 -0.397 -0.820
H -0.74615 1.18210 -1.48257 0.011 -0.656 -0.659
H -3.96263 -1.54196 0.25163 2.786 0.233 1.221
H -2.55751 -2.71682 0.08099 -0.596 1.106 1.010
H -1.00188 0.17730 -2.97265 0.459 -0.462 -0.244
H -2.04031 1.58034 -2.60065 0.461 -2.268 0.966
```
Positions in Å, forces in eV/Å.

Summary:
SMILES: CNC(C)=O.CNC(C)=O
energy above the lowest of the compared OMol25 structures with the same formula, charge and spin: 59.71 kcal per mole
multiplicity: 1

---

The following is a quantum chemistry calculation of a 2-piece molecular cluster, C6H14N2O2 overall, from the OMol25 dataset.

Structure (XYZ):
```
24
Properties=species:S:1:pos:R:3:forces:R:3
C -1.56800 -0.34198 1.35157 0.349 -0.268 0.117
C -0.57875 -2.18483 0.03378 0.145 0.254 0.385
N -0.42206 -0.86798 0.63179 -0.235 -0.138 0.338
C 0.87432 -0.50000 1.13354 -0.757 -0.339 0.448
O 0.97986 0.45887 1.94005 0.061 -0.381 -0.635
H 1.47104 -1.42420 1.26561 0.257 0.134 -0.057
H -1.36476 0.68677 1.63097 -0.057 0.019 -0.016
H 0.27982 -2.40107 -0.59967 -0.040 -0.012 -0.002
H -2.46049 -0.40896 0.73134 -0.004 0.014 -0.017
H -1.71404 -0.92270 2.27014 -0.150 0.054 0.032
H -0.64978 -2.95129 0.81303 -0.042 -0.105 -0.045
H -1.48762 -2.20567 -0.56778 0.016 -0.001 0.003
C -1.22921 1.67767 -1.06967 -0.340 0.009 0.199
C 2.30988 1.27226 -0.41808 -0.071 0.117 -0.146
N -0.41394 0.49275 -1.09247 0.625 0.693 -0.947
C 1.68314 -0.08072 -0.52822 0.419 -0.157 -0.405
O 1.94050 -0.96022 -1.28665 -0.215 0.391 0.487
H -0.69752 -0.11970 -1.85957 -0.109 -0.107 0.196
H -0.87839 2.35086 -0.28492 -0.013 -0.001 -0.032
H -1.19299 2.22326 -2.02679 0.096 -0.147 0.092
H -2.29517 1.46685 -0.88231 0.111 0.030 -0.009
H 2.37725 1.67679 -1.42896 0.042 0.039 0.065
H 1.72463 1.90486 0.24110 -0.015 -0.027 -0.023
H 3.31229 1.15836 0.00215 -0.072 -0.070 -0.026
```
Positions in Å, forces in eV/Å.

Summary:
energy above the lowest of the compared OMol25 structures with the same formula, charge and spin: 143.98 kcal per mole
multiplicity: 1

---

The following is a quantum chemistry calculation of a 2-piece molecular cluster, C6H14N2O2 overall, from the OMol25 dataset.

Structure (XYZ):
```
24
Properties=species:S:1:pos:R:3:forces:R:3
C 2.36467 -1.50328 -0.72470 3.133 -1.762 -0.046
C 2.94404 -0.22715 -0.09690 2.655 -1.009 -2.442
C 1.95336 2.04812 0.37069 1.284 -0.574 -0.417
C -0.91798 -0.92368 1.24399 3.247 -2.189 -0.020
C -1.62604 -0.07775 0.33099 1.681 1.532 -3.880
C -3.73004 0.44916 -0.75400 1.762 -2.029 -3.892
H 3.25098 -1.79407 -1.49040 -2.694 0.440 1.270
H 1.31780 -1.41247 -1.06240 0.802 -0.172 -0.368
H 2.40694 -2.30681 0.05168 -0.102 0.436 -0.575
H 1.13695 0.26656 -0.44616 -0.266 0.580 0.584
H 2.91021 1.95817 1.01487 -1.523 1.846 -0.759
H 2.07330 2.58948 -0.64391 0.213 -0.428 1.882
H 0.97411 2.46019 0.85292 1.967 -1.242 -0.536
H -1.59069 -1.01912 2.07800 0.325 -1.113 0.783
H 0.20102 -0.62170 1.54640 -2.868 -0.279 -0.712
H -0.77164 -1.87651 0.50307 -0.489 1.674 2.446
H -3.39631 -0.55160 1.08515 0.325 0.416 -1.517
H -3.13552 0.80613 -1.64329 0.187 -0.213 1.377
H -4.16296 -0.41686 -1.25692 -1.409 0.477 0.036
H -4.33564 1.26535 -0.55421 -1.423 1.121 1.280
N 1.95416 0.60410 0.05360 -3.797 2.157 0.314
N -2.92482 -0.19734 0.21774 -2.739 -0.339 4.180
O 4.17127 -0.01208 -0.07304 -1.777 -0.181 1.054
O -1.06718 0.49316 -0.60318 1.507 0.852 -0.039
```
Positions in Å, forces in eV/Å.

Summary:
SMILES: CNC(C)=O.CNC(C)=O
energy above the lowest of the compared OMol25 structures with the same formula, charge and spin: 74.57 kcal per mole
multiplicity: 1

---

The following is a quantum chemistry calculation of a 2-piece molecular cluster, C6H14N2O2 overall, from the OMol25 dataset.

Structure (XYZ):
```
24
Properties=species:S:1:pos:R:3:forces:R:3
C -1.07562 1.62293 0.06820 1.944 2.258 -1.999
C -1.74558 0.34249 0.18202 -5.634 1.165 -0.934
C -4.04992 -0.69606 -0.23699 0.458 0.379 2.510
C 4.20347 -0.09263 -0.15810 -1.301 -0.823 0.465
C 2.64725 0.12317 -0.08438 2.770 -3.152 0.021
C 0.52159 -1.06900 0.02698 1.900 -0.415 -0.895
H -1.68812 2.59606 0.01582 0.489 -1.892 -0.438
H -0.40720 1.43518 -0.92890 -1.172 1.218 2.478
H -0.46985 1.78224 0.95788 0.621 -0.173 -0.392
H -3.20334 1.13749 -0.87551 -0.946 1.798 -1.291
H -3.70944 -1.36242 0.71200 -1.049 1.370 -2.490
H -4.99328 -0.11541 0.00084 0.755 -1.185 -0.162
H -4.19351 -1.27428 -1.15989 0.264 -0.006 0.396
H 4.54086 -1.14778 -0.32524 -0.472 0.878 0.143
H 4.53919 0.24922 0.82194 0.426 0.141 -0.283
H 4.54101 0.51752 -0.96861 0.549 0.509 -0.251
H 2.47732 -1.90982 -0.03022 -0.126 0.703 -0.364
H 0.24173 -0.04034 0.13953 1.566 -0.201 -0.463
H 0.00087 -1.47629 -0.88178 0.517 0.142 0.945
H 0.09499 -1.49137 0.96777 2.160 -0.638 -1.001
N -3.03878 0.36579 -0.32490 0.857 -1.554 0.540
N 1.96156 -1.04355 -0.19224 -0.138 -1.022 0.360
O -1.35089 -0.64415 0.68014 -3.257 -1.685 3.067
O 2.19616 1.20151 0.11836 -1.179 2.185 0.037
```
Positions in Å, forces in eV/Å.

Summary:
SMILES: CNC(C)=O.CNC(C)=O
energy above the lowest of the compared OMol25 structures with the same formula, charge and spin: 86.28 kcal per mole
multiplicity: 1

---

The following is a quantum chemistry calculation of a 2-piece molecular cluster, C6H14N2O2 overall, from the OMol25 dataset.

Structure (XYZ):
```
24
Properties=species:S:1:pos:R:3:forces:R:3
C -2.21890 1.42813 1.87216 -0.991 2.074 -1.050
C 1.03400 -0.36265 2.01725 0.096 -0.322 -2.101
C -0.75778 1.16916 1.75220 -0.018 -1.236 -0.779
O 0.09078 2.02404 1.65011 -0.463 0.307 0.283
N -0.39779 -0.18033 1.60641 1.938 -0.381 1.268
H -2.89556 0.94212 1.15351 0.510 -0.789 0.591
H -0.88873 -0.92450 2.08833 -0.971 0.603 -0.251
H 1.46678 -1.28768 1.62198 -0.811 -0.456 0.716
H -2.57278 1.40943 2.89503 -0.114 -0.413 0.163
H -2.36349 2.47218 1.53255 0.273 -0.196 0.501
H 1.60852 0.30456 1.36916 0.034 0.626 0.970
H 1.14500 -0.26626 3.09285 0.375 0.262 -0.095
C 1.79838 -1.78168 -0.99845 0.004 1.655 -2.540
C -0.76879 0.46192 -2.66272 -0.862 1.688 -1.803
C 0.61779 0.05308 -2.31395 1.766 -3.389 -0.494
O 1.59891 0.15979 -3.03120 -0.503 1.134 -0.175
N 0.64690 -0.91540 -1.30924 -1.077 1.438 1.550
H -0.02096 -0.62113 -0.60483 0.079 -0.916 0.427
H 2.44325 -1.40210 -1.80431 0.549 -0.562 0.228
H -1.41787 -0.36285 -2.95746 0.278 -0.419 0.644
H 2.38647 -1.66718 -0.08639 -0.735 -0.066 0.097
H 1.50449 -2.77053 -1.31920 0.234 -0.560 0.704
H -1.28397 1.08831 -1.93982 0.043 -0.074 0.286
H -0.75469 1.02959 -3.62396 0.365 -0.007 0.862
```
Positions in Å, forces in eV/Å.

Summary:
SMILES: CNC(C)=O.CNC(C)=O
energy above the lowest of the compared OMol25 structures with the same formula, charge and spin: 45.48 kcal per mole
multiplicity: 1

---

The following is a quantum chemistry calculation of one molecule with the formula C6H14N2O2, from the OMol25 dataset.

Structure (XYZ):
```
24
Properties=species:S:1:pos:R:3:forces:R:3
C -0.98958 0.14716 -0.56626 -0.382 -0.100 -0.548
C -2.35919 0.12228 0.11204 -0.564 1.969 1.539
C -0.16102 -0.90842 0.15868 1.343 -0.108 0.148
C 1.15549 -1.24373 -0.59824 0.044 -0.403 0.332
C 2.41379 -1.15537 0.29530 -0.349 0.323 0.223
C 2.73207 0.27316 0.80933 0.065 -0.349 -0.613
H -0.79264 2.04030 -1.36115 0.154 -0.331 0.645
H -0.54912 1.91519 0.27371 -0.098 0.462 0.224
H -1.02791 -0.16561 -1.60915 -0.520 -0.238 -0.155
H -0.69534 -1.84932 0.35627 -0.183 0.436 -0.205
H 0.09465 -0.51450 1.14531 -0.074 0.053 0.075
H 1.25666 -0.60263 -1.47944 0.068 0.055 0.172
H 1.09219 -2.27801 -0.98023 0.003 0.362 0.073
H 2.26263 -1.79618 1.17706 0.126 -0.081 -0.226
H 3.27292 -1.54292 -0.27091 -0.108 0.095 0.195
H 3.65524 0.26296 1.39190 0.126 -0.144 -0.102
H 1.98501 0.63368 1.51008 -0.321 -0.123 0.094
H 3.42430 0.99440 -1.00382 0.053 -0.137 -0.031
H 1.86617 1.48732 -0.61545 1.414 -0.376 0.459
H -2.79333 -1.56766 -0.69961 -0.107 0.376 0.373
N -0.37295 1.47403 -0.61371 -0.165 -0.607 -0.181
N 2.82670 1.27095 -0.23867 -1.326 0.801 -0.389
O -2.72987 0.99145 0.88977 0.811 -1.017 -1.264
O -3.14227 -0.94674 -0.03139 -0.009 -0.919 -0.836
```
Positions in Å, forces in eV/Å.

Summary:
SMILES: NCCCC[C@H](N)C(=O)O
energy above the lowest of the compared OMol25 structures with the same formula, charge and spin: 25.40 kcal per mole
multiplicity: 1

---

The following is a quantum chemistry calculation of a 2-piece molecular cluster, C6H14N2O2 overall, from the OMol25 dataset.

Structure (XYZ):
```
24
Properties=species:S:1:pos:R:3:forces:R:3
C -2.95602 -0.75161 -0.46469 -0.176 -0.397 -0.837
C -1.12032 0.13971 2.68232 -0.573 -0.145 -0.713
C -2.23763 -0.41396 1.81267 0.367 0.103 -0.286
O -3.34509 -0.68513 2.24184 0.002 0.247 0.137
N -1.90683 -0.61275 0.50675 -0.150 0.128 -0.708
H -1.02139 -0.36419 0.08149 0.045 0.378 0.740
H -3.74151 -1.35893 -0.07751 -0.601 -0.370 0.378
H -1.10194 1.22908 2.63372 -0.044 -0.006 -0.183
H -3.39115 0.16959 -0.83050 -0.093 0.657 0.402
H -2.62593 -1.22161 -1.38723 0.511 -0.330 0.101
H -1.39173 -0.13486 3.68662 0.472 -0.253 0.461
H -0.18123 -0.24945 2.28696 0.153 0.031 0.535
C 1.41612 -0.16151 -2.78470 -0.874 -0.457 -0.337
C 2.86565 0.91099 0.53739 -0.247 0.198 0.532
C 1.40920 0.28633 -1.34548 0.003 0.156 -0.266
O 0.38812 0.66367 -0.78732 0.132 -0.081 0.013
N 2.62369 0.32914 -0.75867 0.354 -0.246 0.307
H 0.46440 0.09680 -3.24019 -0.020 0.453 0.065
H 3.39979 -0.14075 -1.19414 -0.127 0.140 -0.239
H 1.92843 1.24073 0.98152 -0.022 -0.056 -0.178
H 2.22021 0.25704 -3.36293 0.385 0.266 -0.123
H 1.42790 -1.23619 -2.93240 0.367 -0.358 0.443
H 3.35024 0.24963 1.24282 -0.038 -0.596 0.012
H 3.52702 1.75825 0.47167 0.177 0.539 -0.257
```
Positions in Å, forces in eV/Å.

Summary:
SMILES: CNC(C)=O.CNC(C)=O
energy above the lowest of the compared OMol25 structures with the same formula, charge and spin: 14.30 kcal per mole
multiplicity: 1